(A)
{
  "formula": "C4H7ClS",
  "method": "ωB97M-V/def2-TZVPD",
  "symbols": ["C", "C", "Cl", "C", "S", "C", "H", "H", "H", "H", "H", "H", "H"],
  "positions_angstrom": [[-2.329, -0.653, -0.532], [-1.137, -0.076, -0.250], [-0.759, 1.751, -0.383], [0.019, -0.770, 0.319], [1.264, -0.535, -0.810], [2.014, 0.864, -0.022], [-2.575, -1.835, -0.207], [-3.420, -0.045, -0.372], [0.464, -0.650, 1.266], [-0.409, -1.754, 0.569], [1.708, 1.968, -0.119], [2.980, 1.087, -0.619], [2.180, 0.647, 1.160]],
  "e_lumo_ev": 0.650,
  "homo_lumo_gap_ev": 9.230
}

(B)
{
  "formula": "C4H7ClS",
  "method": "ωB97M-V/def2-TZVPD",
  "symbols": ["C", "C", "C", "C", "S", "Cl", "H", "H", "H", "H", "H", "H", "H"],
  "positions_angstrom": [[0.757, 1.373, 1.185], [0.307, 0.423, 0.171], [1.286, -0.005, -0.980], [-2.130, -1.748, 0.041], [-0.917, 1.663, 0.198], [-2.720, -0.241, -0.550], [0.602, 1.023, 2.172], [1.678, 1.873, 0.961], [1.924, 0.797, -1.407], [0.717, -0.533, -1.735], [2.190, -0.612, -0.636], [-2.475, -1.957, 0.960], [-1.219, -2.057, -0.381]],
  "e_lumo_ev": [-0.128, -0.107],
  "homo_lumo_gap_ev": [7.474, 8.260]
}

Verdict on stability: (B) comes out at the bottom.

(A)
{
  "formula": "C2H6ClN3",
  "method": "ωB97M-V/def2-TZVPD",
  "symbols": ["H", "N", "C", "N", "N", "C", "H", "H", "H", "H", "Cl", "H"],
  "positions_angstrom": [[0.576, -0.925, 1.293], [0.005, -1.415, 0.618], [-0.725, -0.663, -0.098], [-1.837, -1.151, -0.685], [-0.351, 0.672, -0.287], [-0.632, 1.606, 0.537], [-1.875, -2.078, -0.773], [-2.247, -0.605, -1.317], [-1.326, 1.451, 1.223], [-0.071, 2.520, 0.459], [3.778, 0.017, -0.172], [4.706, 0.572, -0.798]],
  "e_lumo_ev": 0.895,
  "homo_lumo_gap_ev": 9.926
}

(B)
{
  "formula": "C2H6ClN3",
  "method": "ωB97M-V/def2-TZVPD",
  "symbols": ["C", "C", "N", "N", "N", "Cl", "H", "H", "H", "H", "H", "H"],
  "positions_angstrom": [[-0.026, -0.728, -0.254], [-1.995, 0.688, -0.366], [-1.242, -0.491, -0.366], [0.983, -1.497, -0.253], [1.642, 1.190, 0.773], [3.026, 0.408, 0.150], [-2.639, 0.565, 0.425], [-2.596, 0.771, -1.304], [-1.461, 1.574, -0.222], [0.998, -2.503, -0.257], [1.881, -0.987, -0.056], [1.430, 1.009, 1.731]],
  "e_lumo_ev": [-0.444, -0.406],
  "homo_lumo_gap_ev": [7.013, 7.153]
}

Verdict on stability: (B) comes out at the bottom.

(A)
{
  "formula": "C11H18O",
  "method": "ωB97M-V/def2-TZVPD",
  "symbols": ["C", "C", "C", "C", "C", "C", "O", "C", "C", "H", "H", "H", "H", "H", "H", "H", "H", "H", "H", "C", "C", "C", "H", "H", "H", "H", "H", "H", "H", "H"],
  "positions_angstrom": [[-1.011, -1.548, -2.721], [-0.606, -0.272, -1.992], [0.581, -0.588, -1.140], [0.467, -1.525, -0.113], [1.490, -1.908, 0.740], [2.683, -1.220, 0.602], [3.713, -1.590, 1.346], [2.908, -0.170, -0.309], [1.813, 0.141, -1.186], [-1.249, -2.431, -2.021], [-0.095, -1.815, -3.312], [-1.849, -1.536, -3.465], [-0.206, 0.596, -2.695], [-1.402, 0.321, -1.471], [-0.563, -1.987, -0.089], [1.405, -2.796, 1.431], [3.669, -2.474, 1.618], [3.954, 0.262, -0.251], [2.167, 0.933, -1.878], [-1.737, 0.916, 2.367], [-1.625, 1.443, 0.933], [-1.458, 2.936, 1.095], [-2.443, 1.494, 2.983], [-0.806, 0.729, 2.936], [-2.242, -0.062, 2.325], [-0.825, 0.882, 0.415], [-2.638, 1.176, 0.498], [-0.372, 3.129, 1.333], [-1.762, 3.452, 0.131], [-1.960, 3.510, 1.893]],
  "e_lumo_ev": 0.820,
  "homo_lumo_gap_ev": 9.206
}

(B)
{
  "formula": "C11H18O",
  "method": "ωB97M-V/def2-TZVPD",
  "symbols": ["C", "C", "C", "C", "C", "C", "C", "C", "C", "C", "C", "O", "H", "H", "H", "H", "H", "H", "H", "H", "H", "H", "H", "H", "H", "H", "H", "H", "H", "H"],
  "positions_angstrom": [[0.712, -0.897, -0.150], [0.792, 0.817, -2.122], [2.202, 0.527, -1.656], [-0.130, 1.311, -0.920], [2.074, -0.809, -0.922], [-0.415, 0.139, -0.106], [2.980, -1.950, -0.625], [-0.936, 0.301, 2.295], [-2.261, -1.231, 0.721], [-2.355, 1.486, 0.885], [-1.524, 0.149, 0.870], [0.627, -1.894, 0.637], [0.720, 1.544, -2.834], [0.369, -0.168, -2.563], [2.892, 0.394, -2.420], [2.659, 1.152, -0.802], [0.455, 2.261, -0.496], [-0.901, 1.834, -1.415], [2.972, -2.093, 0.516], [3.871, -1.713, -1.134], [2.372, -2.860, -1.022], [-0.127, -0.301, 2.642], [-1.549, 0.059, 3.112], [-0.480, 1.287, 2.547], [-2.884, -1.564, 1.548], [-2.977, -1.196, 0.015], [-1.499, -1.868, 0.522], [-3.132, 1.389, 1.767], [-2.748, 1.667, -0.107], [-1.780, 2.224, 1.216]],
  "e_lumo_ev": [-0.498, -0.106],
  "homo_lumo_gap_ev": [7.166, 7.740]
}

Verdict on stability: (B) comes out at the bottom.

(A)
{
  "formula": "C11H12N2O2",
  "method": "ωB97M-V/def2-TZVPD",
  "symbols": ["N", "C", "C", "C", "C", "N", "C", "C", "C", "C", "C", "C", "C", "O", "O", "H", "H", "H", "H", "H", "H", "H", "H", "H", "H", "H", "H"],
  "positions_angstrom": [[-0.485, 1.367, 1.773], [-1.531, 1.167, 0.772], [-1.590, -0.038, -0.099], [-0.362, -0.379, -0.934], [-0.211, -0.001, -2.277], [1.230, -0.347, -2.630], [1.810, -1.054, -1.602], [3.078, -1.646, -1.515], [3.513, -1.946, -0.263], [2.703, -1.868, 0.944], [1.435, -1.446, 0.782], [0.940, -0.892, -0.528], [-2.900, 1.678, 1.340], [-3.931, 1.270, 0.887], [-2.601, 2.670, 2.274], [0.313, 1.800, 1.521], [-0.320, 0.785, 2.537], [-1.292, 1.932, 0.038], [-2.468, 0.191, -0.718], [-1.815, -0.910, 0.526], [-0.819, 0.401, -3.054], [1.630, 0.127, -3.397], [3.731, -1.514, -2.286], [4.568, -2.156, 0.067], [3.138, -2.023, 1.899], [0.700, -1.422, 1.598], [-1.626, 2.665, 2.259]],
  "e_lumo_ev": 0.620,
  "homo_lumo_gap_ev": 8.925
}

(B)
{
  "formula": "C11H12N2O2",
  "method": "ωB97M-V/def2-TZVPD",
  "symbols": ["C", "C", "C", "C", "C", "C", "C", "C", "C", "C", "C", "N", "N", "O", "O", "H", "H", "H", "H", "H", "H", "H", "H", "H", "H", "H", "H"],
  "positions_angstrom": [[2.070, 0.488, 1.860], [1.939, 1.580, 2.662], [-0.356, 1.704, 2.345], [0.918, -0.046, 1.175], [-0.410, 0.475, 1.493], [0.726, 1.713, -1.219], [-1.667, 0.036, 1.043], [1.184, -0.877, 0.167], [0.207, 0.632, -1.662], [-1.859, -1.238, 0.374], [-0.355, -0.344, -2.249], [0.681, 2.229, 2.881], [1.784, -1.836, -0.429], [2.345, -1.599, -1.710], [1.801, -3.010, -0.076], [3.033, 0.046, 1.741], [2.736, 2.134, 3.063], [-1.292, 2.019, 2.734], [0.845, 1.884, -0.133], [1.155, 2.577, -1.838], [-2.529, 0.694, 1.314], [-2.169, -1.044, -0.601], [-2.681, -1.771, 0.862], [-0.847, -1.760, 0.172], [2.255, -2.450, -2.165], [-1.505, -0.476, -2.421], [0.089, -1.244, -2.609]],
  "e_lumo_ev": [-0.862, -0.863],
  "homo_lumo_gap_ev": [7.227, 7.226]
}

Verdict on stability: (B) comes out at the bottom.

(A)
{
  "formula": "C5H10OS",
  "method": "ωB97M-V/def2-TZVPD",
  "symbols": ["O", "C", "C", "C", "C", "S", "C", "H", "H", "H", "H", "H", "H", "H", "H", "H", "H"],
  "positions_angstrom": [[0.563, -1.519, -1.332], [-0.570, -1.654, -1.518], [-1.034, -0.642, 1.257], [0.313, -0.754, 1.846], [0.906, 0.276, 2.523], [0.107, 2.396, -0.754], [0.348, 1.356, -2.148], [-0.994, -1.229, -2.486], [-1.534, 0.064, 1.962], [-1.451, -1.617, 0.946], [-0.932, -0.117, 0.309], [1.020, -1.523, 1.499], [0.277, 0.833, 3.227], [1.755, 0.791, 2.087], [1.319, 0.830, -2.012], [-0.487, 0.647, -2.295], [0.391, 1.861, -3.110]],
  "e_lumo_ev": -3.607,
  "homo_lumo_gap_ev": 3.907
}

(B)
{
  "formula": "C5H10OS",
  "method": "ωB97M-V/def2-TZVPD",
  "symbols": ["C", "C", "C", "C", "C", "O", "S", "H", "H", "H", "H", "H", "H", "H", "H", "H", "H"],
  "positions_angstrom": [[0.933, 0.504, -0.169], [0.249, 1.817, -0.563], [-0.651, -0.476, 1.338], [-0.930, -1.013, -1.112], [0.081, -0.704, 0.091], [2.797, -0.901, 0.815], [2.511, 0.461, 0.397], [0.291, 1.876, -1.571], [-0.802, 1.906, -0.255], [0.883, 2.598, -0.102], [-1.362, 0.453, 1.205], [-0.130, -0.364, 2.280], [-1.352, -1.298, 1.462], [-0.681, -0.165, -1.743], [-0.589, -1.873, -1.515], [-1.970, -1.201, -0.776], [0.722, -1.618, 0.216]],
  "e_lumo_ev": 0.154,
  "homo_lumo_gap_ev": 8.925
}

(C)
{
  "formula": "C5H10OS",
  "method": "ωB97M-V/def2-TZVPD",
  "symbols": ["C", "S", "C", "C", "C", "C", "O", "H", "H", "H", "H", "H", "H", "H", "H", "H", "H"],
  "positions_angstrom": [[0.319, 1.544, -2.484], [-0.856, 0.368, -1.731], [-0.770, 0.940, 0.003], [0.502, 0.537, 0.729], [0.736, -0.982, 0.808], [0.133, -1.560, 2.054], [0.763, -1.807, 3.044], [-0.165, 2.500, -2.663], [0.648, 1.102, -3.416], [1.143, 1.683, -1.796], [-0.807, 2.019, -0.067], [-1.639, 0.518, 0.506], [1.360, 0.985, 0.236], [0.453, 0.970, 1.737], [1.801, -1.166, 0.855], [0.371, -1.442, -0.105], [-0.968, -1.730, 2.045]],
  "e_lumo_ev": 0.854,
  "homo_lumo_gap_ev": 9.655
}

Verdict on stability: (A) comes out at the bottom.

(A)
{
  "formula": "C5H10OS",
  "method": "ωB97M-V/def2-TZVPD",
  "symbols": ["C", "S", "C", "C", "C", "C", "O", "H", "H", "H", "H", "H", "H", "H", "H", "H", "H"],
  "positions_angstrom": [[-1.883, -2.407, 0.549], [-1.829, -1.188, -0.741], [-0.121, -0.552, -0.403], [0.161, 0.826, -0.998], [0.710, 1.867, -0.033], [2.077, 1.515, 0.543], [2.394, 1.862, 1.638], [-2.838, -2.845, 0.825], [-1.235, -3.247, 0.317], [-1.558, -1.903, 1.468], [0.588, -1.361, -0.563], [-0.193, -0.468, 0.690], [-0.809, 1.123, -1.402], [0.888, 0.782, -1.812], [0.916, 2.769, -0.623], [0.000, 2.264, 0.691], [2.730, 0.964, -0.147]],
  "e_lumo_ev": 0.948,
  "homo_lumo_gap_ev": 9.606
}

(B)
{
  "formula": "C5H10OS",
  "method": "ωB97M-V/def2-TZVPD",
  "symbols": ["C", "C", "C", "C", "C", "O", "S", "H", "H", "H", "H", "H", "H", "H", "H", "H", "H"],
  "positions_angstrom": [[0.054, -0.385, -0.959], [-0.177, -0.722, 0.394], [-0.946, -2.081, 0.617], [-0.540, 0.245, 1.408], [0.795, 2.499, -1.212], [1.093, -0.853, -0.213], [2.428, 2.412, -1.426], [-0.216, -1.094, -1.676], [-0.432, -2.741, 1.323], [-1.057, -2.624, -0.349], [-1.975, -1.859, 0.824], [-0.149, 1.226, 1.064], [-0.094, -0.004, 2.467], [-1.612, 0.408, 1.452], [0.412, 3.006, -2.176], [0.057, 0.634, -1.420], [2.360, 1.933, -0.119]],
  "e_lumo_ev": -0.126,
  "homo_lumo_gap_ev": 8.656
}

Verdict on stability: (B) comes out at the bottom.